Entry 1:
{"formula": "C5H18O5Rb", "method": "wB97M-V/def2-TZVPD", "relative_energy_kj_mol": 143.2, "homo_ev": -13.033, "gap_ev": 9.9, "lumo_ev": -3.117, "fmax_ev_per_a": 3.06, "mol_weight_g_mol": 243.66, "charge": 1, "symbols": ["Rb", "O", "H", "H", "O", "H", "H", "C", "C", "O", "O", "H", "H", "H", "H", "H", "H", "C", "C", "C", "O", "H", "H", "H", "H", "H", "H", "H", "H"], "xyz": [[0.26874, 0.05603, 0.13451], [0.91694, -2.36386, 1.46953], [0.16769, -2.95950, 1.46179], [1.08471, -2.20130, 2.39778], [3.45042, 0.14205, 1.60204], [3.17568, 0.44244, 0.73572], [4.27180, 0.60496, 1.76723], [2.31748, -2.17135, -2.85944], [1.05717, -3.05184, -2.90617], [0.01498, -2.56042, -3.78885], [1.99553, -1.05691, -2.04310], [2.70967, -2.06657, -3.87103], [3.08542, -2.76443, -2.36283], [0.49994, -3.21579, -1.98384], [1.36913, -3.98578, -3.37366], [-0.09001, -3.24354, -4.45513], [1.82045, -0.25554, -2.54185], [-1.62024, 3.30752, 0.80097], [-2.00498, 2.50919, 2.11021], [-3.46464, 2.31902, 2.13146], [-1.53803, 1.16153, 2.04484], [-0.53706, 3.37815, 0.70181], [-2.01243, 4.32306, 0.74647], [-1.89297, 2.71619, -0.07312], [-1.64541, 3.12621, 2.93368], [-3.67242, 1.70623, 3.00862], [-3.88365, 2.06123, 1.15879], [-4.00766, 3.26289, 2.17971], [-1.83621, 0.78011, 2.87382]], "forces_ev_per_a": [[0.0, -0.1, 0.0], [-0.1, 0.3, -0.3], [-0.2, -0.4, 0.0], [0.3, 0.0, 0.4], [-0.5, -0.1, 0.1], [0.3, 0.0, -0.3], [0.3, 0.1, 0.1], [-1.5, -1.7, 0.7], [-0.3, -0.3, -1.7], [0.6, 0.4, 0.1], [0.5, 1.1, 0.2], [-0.3, 1.0, 0.0], [0.0, 0.2, 0.4], [0.9, 0.0, 0.5], [0.2, -0.4, 0.6], [-0.2, 0.3, -0.2], [0.2, -0.2, -0.6], [0.9, -1.5, 0.7], [-0.2, 1.6, -2.6], [-1.6, 1.8, 0.2], [1.6, 0.2, 0.2], [0.3, 0.3, 0.3], [-0.2, -0.3, 0.2], [-0.6, 0.1, -0.1], [0.3, -0.6, 0.4], [-0.9, -0.2, -0.4], [0.4, -1.4, 0.1], [0.1, 0.4, 1.0], [0.1, -0.4, 0.1]]}

---

Entry 2:
{"formula": "C5H19N6O6Tl", "method": "wB97M-V/def2-TZVPD", "relative_energy_kj_mol": 34.6, "homo_ev": -15.860, "gap_ev": 2.8, "lumo_ev": -13.036, "fmax_ev_per_a": 5.78, "mol_weight_g_mol": 463.63, "charge": 2, "symbols": ["Tl", "O", "H", "C", "C", "O", "O", "H", "H", "H", "H", "H", "H", "C", "O", "N", "N", "H", "H", "H", "H", "C", "O", "N", "N", "H", "H", "H", "H", "C", "O", "N", "N", "H", "H", "H", "H"], "xyz": [[-0.15207, -3.02798, 1.08742], [-0.37021, -0.78767, -0.63969], [0.39696, -0.19706, -0.77068], [0.55444, 0.65653, -3.58079], [-0.89927, 0.72862, -3.55410], [-1.30743, 1.02450, -2.24624], [0.84593, -0.58884, -2.96650], [0.88145, 1.54675, -3.04351], [0.94885, 0.82743, -4.58245], [-1.40354, -0.17983, -3.88358], [-1.24335, 1.52628, -4.21247], [-1.07089, 0.33552, -1.62097], [0.43884, -0.66823, -2.10073], [-3.67035, -1.13087, 0.52831], [-3.01197, -1.93130, 1.08408], [-3.23892, -0.16803, -0.20472], [-4.93722, -1.21643, 0.48027], [-3.88049, 0.42497, -0.71151], [-2.23716, -0.16079, -0.33326], [-5.39592, -0.80253, -0.31872], [-5.25308, -2.08838, 0.88032], [3.37711, -1.15682, 1.70183], [2.42174, -1.46110, 1.01834], [4.20031, -0.21020, 1.45401], [3.57501, -1.50587, 2.97203], [4.90287, 0.01153, 2.14491], [4.16575, 0.11389, 0.49804], [4.36868, -1.28365, 3.55581], [2.79617, -2.07239, 3.27629], [0.31500, 1.21597, 1.96186], [-0.00173, 0.16453, 2.50359], [0.10717, 1.54002, 0.72717], [0.90772, 2.22529, 2.62080], [0.44396, 2.46615, 0.50593], [-0.19775, 0.82115, 0.08658], [1.11851, 2.17872, 3.60746], [1.50482, 2.82999, 2.07499]], "forces_ev_per_a": [[0.0, 0.8, 0.0], [0.3, 0.5, -0.8], [0.5, -0.8, 0.9], [2.8, -0.3, 0.5], [-4.2, -0.1, 0.4], [-0.3, 1.7, -1.2], [1.1, 1.1, -2.2], [0.3, -0.2, 0.6], [0.1, -1.1, -0.1], [0.4, -0.2, -0.2], [0.2, 0.5, 0.1], [-0.3, -1.6, 0.6], [-0.3, -0.6, 0.4], [-0.5, -0.9, -0.3], [4.1, -3.0, 2.6], [3.3, 3.9, -2.6], [-5.5, -0.9, 0.1], [0.5, 0.3, 0.0], [-0.1, 0.5, 0.0], [-0.7, -0.3, 0.5], [-0.8, 0.2, -0.1], [-0.2, 0.5, 3.1], [-1.9, -1.4, -1.5], [2.4, 3.1, -3.2], [-2.0, -2.8, 1.4], [0.1, 0.4, -0.9], [0.9, 0.4, 0.3], [-0.4, -0.3, -0.2], [0.7, -0.2, 1.0], [0.1, -1.2, 3.7], [-0.1, -0.6, -0.2], [-0.5, 0.8, -3.2], [1.0, 1.2, 0.9], [-0.4, -0.2, -1.0], [-0.4, 0.7, 0.4], [-0.1, -0.3, -0.1], [0.0, 0.2, 0.4]]}

---

Entry 3:
{"formula": "C5H20FMgO5", "method": "wB97M-V/def2-TZVPD", "relative_energy_kj_mol": 767.6, "homo_ev": -12.262, "gap_ev": 3.6, "lumo_ev": -8.675, "fmax_ev_per_a": 5.66, "mol_weight_g_mol": 203.51, "charge": 1, "symbols": ["Mg", "F", "C", "O", "H", "H", "H", "H", "C", "O", "H", "H", "H", "H", "C", "O", "H", "H", "H", "H", "C", "O", "H", "H", "H", "H", "C", "O", "H", "H", "H", "H"], "xyz": [[-3.61889, 0.29769, 0.83653], [-1.19282, 0.70453, 0.22471], [-1.38201, -1.32666, -3.93945], [-1.64576, -2.61257, -3.35331], [-1.91007, -1.24758, -4.88971], [-1.78372, -0.57459, -3.26040], [-0.31480, -1.10502, -3.93276], [-1.10264, -2.66223, -2.56326], [-2.20333, -1.64951, 3.97158], [-3.31514, -1.38269, 3.26363], [-1.35723, -1.00171, 3.74229], [-2.55656, -1.35476, 4.95973], [-2.01133, -2.71908, 3.88641], [-4.02116, -1.84401, 3.72225], [1.72864, -2.72067, 1.19052], [0.86481, -2.37834, 0.14948], [1.20124, -2.88003, 2.13102], [2.32241, -3.61387, 0.99636], [2.42728, -1.89442, 1.32204], [0.62374, -1.45440, 0.24865], [3.01339, 2.32825, 1.56847], [1.69114, 2.23653, 2.23468], [3.70973, 2.81670, 2.25011], [3.46693, 1.35892, 1.36159], [2.93789, 2.93200, 0.66410], [1.11692, 1.86908, 1.55877], [0.88773, 3.48858, -3.19626], [-0.43929, 2.91429, -3.19506], [1.61415, 2.72196, -2.92662], [1.09450, 3.84194, -4.20645], [0.82700, 4.32261, -2.49712], [-0.67274, 2.58906, -2.32252]], "forces_ev_per_a": [[3.7, -0.2, 0.1], [-3.3, -0.5, 0.8], [-0.3, -0.1, 1.3], [0.0, 0.3, -0.4], [0.5, -0.1, 0.0], [-0.3, 0.4, -0.1], [0.1, -0.2, -0.8], [0.1, -0.2, 0.0], [2.0, -0.4, 2.8], [-3.6, 1.6, -4.1], [-0.1, -0.3, -0.4], [1.2, -0.5, 0.8], [0.7, 0.1, 0.3], [-0.4, 0.1, -0.4], [0.8, 0.5, 0.8], [-0.8, -0.3, -0.8], [-0.1, 0.0, 0.2], [-0.3, 0.0, -0.4], [0.3, -0.1, 0.3], [0.0, 0.1, 0.0], [-0.8, 0.2, 0.9], [1.7, -0.1, -0.8], [-0.3, 0.1, 0.1], [-0.4, -0.2, -0.2], [0.0, -0.1, 0.0], [-0.3, 0.0, 0.0], [-1.2, -0.3, 0.4], [0.0, -0.1, -0.7], [0.2, 0.2, 0.1], [-0.1, 0.0, 0.1], [0.8, 0.1, 0.0], [0.4, 0.1, 0.1]]}

---

Entry 4:
{"formula": "C5H20FN10O5", "method": "wB97M-V/def2-TZVPD", "relative_energy_kj_mol": 185.6, "homo_ev": -6.045, "gap_ev": 9.1, "lumo_ev": 3.055, "fmax_ev_per_a": 1.27, "mol_weight_g_mol": 319.28, "charge": -1, "symbols": ["F", "C", "O", "N", "N", "H", "H", "H", "H", "C", "O", "N", "N", "H", "H", "H", "H", "C", "O", "N", "N", "H", "H", "H", "H", "C", "O", "N", "N", "H", "H", "H", "H", "C", "O", "N", "N", "H", "H", "H", "H"], "xyz": [[-0.21532, 0.03163, 0.28463], [3.30141, -0.70751, 1.06823], [2.80661, -1.75035, 1.42458], [2.59100, 0.44467, 0.85651], [4.69552, -0.54300, 0.94710], [1.58674, 0.36026, 1.00744], [3.05709, 1.23602, 0.46085], [4.93137, 0.15770, 0.26537], [5.25868, -1.36534, 1.04546], [-2.65362, -1.93406, -1.69881], [-2.24309, -2.76076, -0.90948], [-3.64410, -2.25731, -2.61415], [-2.21364, -0.64129, -1.70922], [-3.92778, -3.21523, -2.52641], [-4.19025, -1.59114, -3.12337], [-1.54005, -0.42909, -0.96528], [-2.70241, 0.07039, -2.21680], [1.10191, -2.37614, -2.13820], [0.73226, -3.08903, -1.23498], [1.67668, -2.92325, -3.28645], [0.92316, -1.01743, -2.20316], [1.80110, -2.36599, -4.10967], [1.73443, -3.92176, -3.29021], [1.35167, -0.49706, -2.94367], [0.48175, -0.56841, -1.39728], [-2.09967, 3.00042, -0.12412], [-2.78171, 4.01076, -0.28622], [-0.78991, 2.90022, -0.51330], [-2.55883, 1.84521, 0.41828], [-0.28589, 2.04061, -0.31207], [-0.43656, 3.57448, -1.16315], [-3.52580, 1.74779, 0.65400], [-1.87588, 1.09499, 0.49269], [-0.12302, 0.89683, 3.66727], [-0.20000, -0.30739, 3.54725], [-0.09133, 1.77637, 2.61609], [0.00171, 1.49977, 4.90561], [-0.26418, 1.46919, 1.66652], [-0.04226, 2.75919, 2.81227], [0.01733, 0.90707, 5.71064], [0.35491, 2.43796, 4.91523]], "forces_ev_per_a": [[-0.3, 1.1, -0.5], [0.1, 0.0, 0.5], [0.2, -0.1, 0.1], [0.4, -0.9, 0.3], [-0.8, 0.7, 0.0], [-0.1, 0.1, -0.6], [-0.4, 0.3, 0.1], [0.6, -0.3, 0.0], [-0.1, -0.1, -0.4], [-0.2, 0.5, 0.6], [-0.1, -0.2, -0.4], [0.4, -0.3, -0.1], [0.1, -0.6, 0.1], [-0.3, 0.1, -0.1], [0.0, 0.0, 0.0], [-0.1, 0.2, -0.1], [0.1, 0.1, 0.1], [-0.6, 0.0, -0.4], [0.3, 0.1, 0.0], [0.3, 0.4, 0.4], [0.1, -0.5, 0.3], [0.0, -0.3, -0.1], [0.0, -0.1, -0.2], [0.0, 0.2, 0.1], [0.3, 0.0, 0.1], [-0.6, 0.1, -0.3], [0.2, -0.1, -0.1], [0.3, 0.0, 0.3], [0.5, 0.1, 0.0], [0.0, -0.1, -0.4], [0.0, 0.1, 0.1], [0.0, 0.0, 0.1], [-0.4, -0.5, 0.1], [0.4, -0.6, -0.5], [-0.4, 0.1, 0.2], [0.1, 0.3, 0.4], [-0.3, 0.5, -0.4], [0.1, -0.6, 0.3], [-0.2, 0.0, -0.2], [0.2, 0.0, 0.0], [0.0, 0.0, 0.5]]}